1.
# C43H38AlBrN2O4S2

C43H38AlBrN2O4S2 as an isolated structure (wB97M-V/def2-TZVPD, OMol25).

Structure (XYZ):
```
91
Properties=species:S:1:pos:R:3:lowdin_charge:R:1
Al 0.677 -1.962 0.768 -0.042
C 5.399 3.501 3.381 -0.027
C 4.422 2.894 2.416 -0.233
C 3.249 2.296 2.884 0.000
C 2.352 1.705 2.016 -0.071
C 2.646 1.705 0.659 -0.410
C 3.802 2.290 0.156 -0.053
C 4.679 2.890 1.045 -0.009
S 1.550 0.970 -0.484 1.191
O 0.941 -0.225 0.269 -0.394
C 0.202 2.110 -0.608 -0.285
C 0.100 3.243 0.229 -0.023
C -0.982 4.062 0.095 0.016
C -1.992 3.794 -0.861 -0.135
C -3.122 4.641 -1.000 -0.008
C -4.078 4.370 -1.932 -0.041
C -3.959 3.239 -2.777 -0.044
C -2.889 2.402 -2.666 -0.014
C -1.876 2.660 -1.701 -0.108
C -0.745 1.811 -1.559 -0.182
C -0.626 0.589 -2.416 -0.175
C -0.018 0.679 -3.705 -0.103
C 0.475 1.910 -4.210 0.002
C 1.063 1.962 -5.440 -0.037
C 1.186 0.794 -6.227 -0.039
C 0.716 -0.401 -5.766 -0.012
C 0.103 -0.489 -4.493 -0.139
C -0.404 -1.724 -4.001 0.007
C -1.001 -1.799 -2.782 -0.046
C -1.103 -0.624 -1.995 -0.305
S -1.813 -0.714 -0.374 1.216
O -1.087 -1.955 0.260 -0.376
C -3.438 -1.299 -0.635 -0.381
C -3.732 -2.637 -0.866 -0.057
C -5.049 -2.994 -1.089 -0.008
C -6.067 -2.039 -1.096 -0.237
C -7.498 -2.435 -1.331 -0.028
C -5.738 -0.706 -0.858 -0.011
C -4.429 -0.324 -0.616 -0.059
H 4.895 3.864 4.275 0.087
H 5.944 4.328 2.929 0.088
H 6.131 2.755 3.695 0.098
H 3.034 2.295 3.946 0.129
H 1.438 1.262 2.387 0.107
H 4.021 2.272 -0.905 0.119
H 5.585 3.349 0.671 0.127
H 0.865 3.460 0.960 0.112
H -1.077 4.937 0.725 0.130
H -3.209 5.508 -0.358 0.125
H -4.933 5.025 -2.036 0.118
H -4.721 3.044 -3.519 0.117
H -2.802 1.542 -3.318 0.124
H 0.373 2.810 -3.616 0.125
H 1.432 2.904 -5.823 0.118
H 1.651 0.855 -7.201 0.119
H 0.800 -1.294 -6.373 0.123
H -0.330 -2.605 -4.627 0.128
H -1.419 -2.733 -2.429 0.108
H -2.957 -3.391 -0.839 0.106
H -5.298 -4.035 -1.254 0.124
H -7.588 -3.496 -1.554 0.083
H -7.922 -1.872 -2.163 0.094
H -8.104 -2.221 -0.450 0.096
H -6.521 0.042 -0.843 0.129
H -4.185 0.712 -0.412 0.113
N 0.478 -4.042 0.813 0.072
C 1.391 -4.669 -0.170 -0.164
C 2.695 -3.899 -0.104 -0.151
N 2.372 -2.455 -0.213 0.072
H 0.738 -4.316 1.759 0.138
H -0.481 -4.350 0.685 0.127
H 0.939 -4.566 -1.159 0.129
H 1.543 -5.729 0.025 0.135
H 3.390 -4.216 -0.879 0.136
H 3.179 -4.046 0.862 0.136
H 2.406 -2.136 -1.178 0.137
H 3.047 -1.911 0.335 0.107
Br -0.517 -0.179 4.559 0.826
C 1.131 -0.799 5.271 -0.585
C 1.293 -0.644 6.638 -0.119
C 2.481 -1.027 7.244 -0.049
C 3.519 -1.540 6.483 -0.051
C 3.358 -1.676 5.116 -0.009
C 2.161 -1.325 4.491 -0.165
C 2.109 -1.557 3.019 -0.511
O 3.121 -1.524 2.333 0.065
O 0.936 -1.877 2.515 -0.021
H 0.489 -0.223 7.226 0.103
H 2.591 -0.915 8.314 0.118
H 4.450 -1.829 6.951 0.115
H 4.162 -2.058 4.502 0.123
```

Results
Molar mass, g/mol: 817.81
HOMO energy, Ha: -0.4839
Charge: +2
Energy relative to the best compared isomer or geometry (same formula, charge and spin), kcal/mol: 11.0

2.
# C43H38Cl5F10N8O2Tl

C43H38Cl5F10N8O2Tl as an isolated structure in a non-equilibrium geometry (wB97M-V/def2-TZVPD, OMol25).

Structure (XYZ):
```
107
Properties=species:S:1:pos:R:3:lowdin_charge:R:1
Tl -0.375 0.517 0.288 1.099
C -1.668 1.349 3.576 -0.103
N -0.473 0.682 3.089 -0.241
C 0.651 1.596 3.251 -0.203
C 2.000 1.063 2.786 -0.235
N 2.110 0.916 1.357 -0.006
C 3.173 0.323 0.866 -0.234
C 3.405 0.313 -0.548 -0.180
F 2.522 0.950 -1.349 0.056
C 4.477 -0.276 -1.170 -0.154
F 4.591 -0.212 -2.519 0.082
C 5.483 -0.899 -0.435 -0.158
F 6.558 -1.469 -1.044 0.061
C 5.352 -0.876 0.946 -0.159
F 6.329 -1.428 1.707 0.077
C 4.264 -0.298 1.566 -0.117
F 4.312 -0.336 2.932 0.042
C -0.367 -0.590 3.792 -0.178
C 0.535 -1.716 3.240 -0.229
N 0.735 -1.696 1.818 0.012
C 1.313 -2.710 1.239 -0.238
C 1.712 -3.988 1.785 -0.131
F 1.633 -4.241 3.129 0.035
C 2.172 -5.039 1.023 -0.167
F 2.447 -6.226 1.625 0.069
C 2.348 -4.934 -0.352 -0.167
F 2.764 -5.995 -1.100 0.051
C 2.078 -3.694 -0.924 -0.158
F 2.267 -3.510 -2.254 0.078
C 1.603 -2.655 -0.165 -0.153
F 1.400 -1.482 -0.817 0.010
H -2.552 0.772 3.318 0.079
H -1.763 2.325 3.114 0.063
H -1.649 1.480 4.671 0.096
H 0.412 2.491 2.675 0.072
H 0.762 1.879 4.317 0.126
H 2.760 1.789 3.120 0.125
H 2.187 0.130 3.316 0.085
H -0.057 -0.412 4.841 0.124
H -1.381 -0.996 3.818 0.092
H 1.506 -1.684 3.759 0.103
H 0.043 -2.650 3.557 0.109
N 0.159 0.303 -2.600 -0.033
N -0.829 0.555 -3.594 -0.018
C -2.148 1.000 -3.059 -0.792
O -3.069 0.839 -3.846 -0.023
O -2.101 1.527 -1.945 -0.121
H 0.455 1.201 -2.217 0.004
H 0.960 -0.178 -2.994 0.093
H -0.961 -0.249 -4.201 0.102
C 3.358 4.149 -2.296 -0.072
N 2.298 4.078 -1.320 -0.169
C 2.748 3.662 -0.011 -0.089
C 1.023 3.740 -1.734 -0.450
N 0.330 2.859 -1.138 0.095
N 0.598 4.474 -2.849 -0.164
C -0.660 4.114 -3.469 -0.053
C 0.824 5.901 -2.862 -0.084
H 3.942 3.221 -2.291 0.083
H 4.037 4.973 -2.054 0.082
H 2.950 4.297 -3.291 0.082
H 3.101 4.539 0.540 0.084
H 3.569 2.947 -0.085 0.077
H 1.932 3.180 0.517 0.026
H -0.644 2.769 -1.419 0.007
H -1.523 4.542 -2.943 0.101
H -0.781 3.035 -3.500 0.062
H -0.650 4.490 -4.495 0.088
H 1.697 6.151 -2.267 0.075
H -0.040 6.441 -2.449 0.087
H 0.973 6.240 -3.891 0.081
Cl -0.223 4.728 1.206 0.723
C -1.823 4.079 1.156 -0.704
C -2.025 2.744 0.839 -0.198
C -3.350 2.321 0.835 -0.713
Cl -3.717 0.707 0.400 0.762
C -4.408 3.149 1.207 -0.710
Cl -6.017 2.542 1.293 0.649
C -4.160 4.473 1.547 -0.719
Cl -5.452 5.489 2.074 0.630
C -2.859 4.951 1.497 -0.716
Cl -2.541 6.600 1.907 0.627
C -3.050 -5.449 -3.518 -0.114
C -3.816 -4.782 -2.576 -0.091
C -3.307 -3.681 -1.915 -0.025
C -2.027 -3.214 -2.205 -0.199
C -1.273 -3.873 -3.174 -0.028
C -1.778 -4.989 -3.814 -0.096
C -1.438 -2.074 -1.492 -0.088
C -1.566 -1.833 -0.208 -0.093
C -2.023 -2.635 0.872 -0.253
C -1.589 -3.974 0.911 -0.023
C -2.049 -4.835 1.882 -0.074
C -2.928 -4.389 2.858 -0.100
C -3.324 -3.059 2.859 -0.095
C -2.874 -2.189 1.888 -0.064
H -3.438 -6.328 -4.016 0.089
H -4.816 -5.126 -2.353 0.095
H -3.904 -3.167 -1.176 0.121
H -0.275 -3.526 -3.402 0.109
H -1.174 -5.505 -4.548 0.095
H -0.826 -1.406 -2.084 0.061
H -0.912 -4.323 0.147 0.121
H -1.722 -5.866 1.874 0.103
H -3.294 -5.066 3.618 0.090
H -3.995 -2.699 3.629 0.099
H -3.197 -1.161 1.899 0.037
```

Results
Molar mass, g/mol: 1270.46
HOMO energy (spin up / spin down), Ha: -0.0671 / -0.0670
Charge: -2
Energy relative to the best compared isomer or geometry (same formula, charge and spin), kcal/mol: 45.4

3.
# C43H38GeLiN7S

C43H38GeLiN7S as an isolated structure in a non-equilibrium geometry (wB97M-V/def2-TZVPD, OMol25).

Structure (XYZ):
```
91
Properties=species:S:1:pos:R:3:lowdin_charge:R:1
Li 0.339 -0.518 0.627 0.406
C -4.991 -0.237 4.775 -0.075
C -3.567 -0.323 4.298 -0.302
C -2.584 0.563 4.735 -0.059
C -1.303 0.495 4.250 -0.034
C -0.879 -0.468 3.300 -0.276
N 0.380 -0.489 2.816 0.031
C 1.404 -0.101 3.593 -0.253
C 1.429 -0.295 5.002 -0.042
C 2.472 0.114 5.795 -0.079
C 3.587 0.745 5.251 -0.317
C 4.731 1.208 6.110 -0.086
C 3.620 0.893 3.872 0.000
C 2.585 0.471 3.055 -0.142
N 2.778 0.619 1.664 -0.124
C 2.959 1.784 1.011 -0.080
C 3.366 1.469 -0.264 -0.084
C 3.401 0.069 -0.285 -0.220
N 3.071 -0.427 0.894 0.084
C -1.896 -1.355 2.866 -0.126
C -3.196 -1.253 3.346 -0.001
N -1.661 -2.346 1.900 -0.089
C -2.271 -3.547 1.833 -0.084
C -1.891 -4.131 0.645 -0.073
C -1.035 -3.196 0.061 -0.150
N -0.908 -2.140 0.837 0.039
H -5.038 0.157 5.790 0.063
H -5.468 -1.219 4.761 0.063
H -5.566 0.425 4.123 0.073
H -2.847 1.331 5.452 0.102
H -0.572 1.223 4.574 0.113
H 0.586 -0.793 5.464 0.106
H 2.429 -0.069 6.864 0.098
H 4.393 1.410 7.124 0.061
H 5.166 2.120 5.706 0.063
H 5.522 0.455 6.158 0.067
H 4.488 1.345 3.407 0.117
H 2.777 2.734 1.478 0.120
H 3.602 2.149 -1.057 0.073
H 3.674 -0.579 -1.094 0.091
H -3.953 -1.911 2.938 0.108
H -2.905 -3.923 2.612 0.109
H -2.202 -5.082 0.264 0.076
H -0.515 -3.222 -0.873 0.078
C 0.979 -1.000 -1.327 -0.296
Ge 0.546 -0.823 -3.166 0.867
C 0.669 1.060 -3.832 -0.253
C -0.329 1.705 -4.548 -0.107
C -0.196 3.027 -4.939 -0.108
C 0.946 3.739 -4.611 -0.120
C 1.946 3.116 -3.884 -0.104
C 1.804 1.793 -3.509 -0.123
C 1.926 -1.921 -4.149 -0.262
C 2.018 -3.254 -3.741 -0.149
C 3.153 -4.008 -3.943 -0.111
C 4.248 -3.445 -4.585 -0.125
C 4.165 -2.142 -5.053 -0.119
C 3.020 -1.395 -4.833 -0.119
C -1.226 -1.459 -3.904 -0.259
C -1.341 -2.592 -4.705 -0.126
C -2.571 -3.161 -4.980 -0.120
C -3.728 -2.592 -4.469 -0.121
C -3.637 -1.451 -3.683 -0.099
C -2.400 -0.909 -3.393 -0.117
H 1.419 -2.013 -1.253 -0.086
H -1.235 1.165 -4.799 0.085
H -0.985 3.512 -5.505 0.091
H 1.059 4.772 -4.927 0.088
H 2.840 3.670 -3.618 0.092
H 2.576 1.303 -2.934 0.076
H 1.171 -3.695 -3.226 0.092
H 3.203 -5.029 -3.577 0.093
H 5.167 -4.010 -4.693 0.086
H 5.013 -1.703 -5.574 0.090
H 2.975 -0.373 -5.195 0.089
H -0.442 -3.029 -5.125 0.082
H -2.629 -4.053 -5.598 0.089
H -4.693 -3.045 -4.668 0.087
H -4.537 -0.989 -3.293 0.098
H -2.328 -0.041 -2.751 0.106
S -1.026 1.803 0.457 0.530
C -2.171 2.892 1.000 -0.929
N -1.692 4.221 1.134 -0.025
C -2.602 5.270 1.103 -0.183
C -3.923 4.977 1.308 -0.168
C -4.287 3.633 1.449 -0.237
N -3.428 2.614 1.247 -0.003
H -0.762 4.349 0.757 0.080
H -2.206 6.256 0.909 0.076
H -4.669 5.759 1.323 0.068
H -5.315 3.342 1.627 0.061
```

Results
Molar mass, g/mol: 764.44
HOMO energy (spin up / spin down), Ha: -0.0496 / 0.0092
Charge: -2
Energy relative to the best compared isomer or geometry (same formula, charge and spin), kcal/mol: 28.0

4.
# C43H38IrN6O2P

C43H38IrN6O2P as an isolated structure (wB97M-V/def2-TZVPD, OMol25).

Structure (XYZ):
```
91
Properties=species:S:1:pos:R:3:lowdin_charge:R:1
Ir 0.131 -0.295 0.721 1.279
C -0.420 -5.468 -1.750 -0.095
C -0.143 -5.222 -0.412 -0.072
C -0.421 -3.985 0.145 -0.016
C -0.979 -2.961 -0.622 -0.292
C -1.268 -3.223 -1.957 -0.031
C -0.990 -4.463 -2.516 -0.078
N -1.222 -1.697 -0.011 -0.050
C -2.474 -1.350 0.318 -0.233
C -3.642 -2.102 -0.015 -0.003
C -4.883 -1.632 0.299 -0.071
C -5.082 -0.404 0.979 -0.091
C -3.992 0.322 1.356 -0.022
C -2.698 -0.145 1.055 -0.225
N -1.563 0.500 1.458 -0.147
N -1.585 1.689 1.927 0.083
C -0.297 2.069 2.301 -0.310
C -0.105 3.297 2.922 -0.005
C 1.149 3.613 3.404 -0.052
C 2.177 2.688 3.281 -0.046
C 1.938 1.507 2.603 -0.120
N 0.747 1.217 2.076 -0.021
H -0.203 -6.434 -2.187 0.098
H 0.292 -5.999 0.205 0.103
H -0.200 -3.798 1.185 0.093
H -1.730 -2.462 -2.566 0.091
H -1.220 -4.640 -3.559 0.102
H -3.535 -3.052 -0.518 0.109
H -5.744 -2.232 0.029 0.104
H -6.081 -0.069 1.221 0.097
H -4.086 1.245 1.911 0.111
H -0.956 3.951 3.041 0.116
H 1.320 4.563 3.894 0.111
H 3.162 2.881 3.682 0.109
H 2.703 0.762 2.436 0.090
C 3.265 1.686 -0.092 -0.052
C 2.445 2.902 -0.418 -0.249
C 3.128 4.118 -0.438 -0.049
C 2.545 5.286 -0.891 -0.078
C 1.250 5.244 -1.377 -0.078
C 0.547 4.052 -1.345 -0.101
C 1.097 2.875 -0.823 -0.241
P 0.117 1.297 -0.948 1.048
C -1.566 1.928 -1.332 -0.281
C -2.075 2.918 -0.483 -0.140
C -3.409 3.281 -0.517 -0.075
C -4.273 2.632 -1.387 -0.074
C -3.784 1.638 -2.210 -0.045
C -2.446 1.252 -2.189 -0.248
C -1.999 0.145 -3.095 -0.041
C 0.986 0.547 -2.333 -0.332
C 1.125 1.134 -3.593 -0.090
C 1.862 0.490 -4.563 -0.084
C 2.473 -0.730 -4.260 -0.075
C 2.368 -1.276 -2.996 -0.032
C 1.633 -0.633 -1.991 -0.293
C 1.574 -1.180 -0.586 -0.273
H 3.851 1.408 -0.973 0.106
H 2.673 0.828 0.196 0.014
H 3.968 1.902 0.712 0.087
H 4.161 4.128 -0.107 0.115
H 3.107 6.211 -0.894 0.104
H 0.784 6.131 -1.786 0.104
H -0.452 4.047 -1.754 0.093
H -1.390 3.552 0.060 0.090
H -3.776 4.044 0.157 0.108
H -5.320 2.904 -1.427 0.106
H -4.457 1.122 -2.886 0.112
H -2.860 -0.365 -3.527 0.087
H -1.400 -0.573 -2.543 0.042
H -1.377 0.516 -3.910 0.081
H 0.648 2.085 -3.804 0.115
H 1.967 0.923 -5.549 0.101
H 3.046 -1.245 -5.021 0.102
H 2.866 -2.210 -2.764 0.117
H 2.581 -1.193 -0.170 0.045
H 1.302 -2.235 -0.679 0.048
C 3.779 -3.188 3.642 -0.024
N 2.364 -2.947 3.411 -0.059
C 1.402 -3.635 4.092 -0.066
C 0.107 -3.341 3.946 0.000
C -0.290 -2.282 3.027 -0.520
O -1.456 -1.933 2.922 0.036
N 0.712 -1.716 2.237 0.035
C 2.033 -1.926 2.519 -0.505
O 2.959 -1.266 2.052 -0.010
H 3.876 -4.038 4.315 0.085
H 4.253 -2.314 4.087 0.093
H 4.284 -3.405 2.703 0.094
H 1.760 -4.407 4.759 0.124
H -0.667 -3.857 4.492 0.110
```

Results
Molar mass, g/mol: 894.01
HOMO energy (spin up / spin down), Ha: -0.2510 / -0.2511
Energy relative to the best compared isomer or geometry (same formula, charge and spin), kcal/mol: 1.6

Question: What is the formula in the second record?
Answer: C43H38Cl5F10N8O2Tl

Question: What is the formula in the second record?
Answer: C43H38Cl5F10N8O2Tl

Question: Among the records above, which one has the lowest energy relative to the best compared isomer or geometry (same formula, charge and spin)?
Answer: C43H38IrN6O2P